ORCA calculation (ωB97M-V/def2-TZVPD) on a cluster of 2 separate species, C8H19N4O2S in total at a distorted geometry.

Properties
**E_HOMO**: -0.4622 hartree
**Kohn-Sham gap**: 7.7 eV
**Charge**: +1
**LUMO energy**: -4.83 eV
**Molar mass**: 235.33 g/mol

XYZ file:
```
34
Properties=species:S:1:pos:R:3:forces:R:3
N -3.641075 -1.298119 2.057565 1.13 -1.24 -2.18
C -3.023286 -1.709252 0.870870 0.26 0.29 0.15
N -2.296215 -0.685320 0.027560 -1.03 -4.17 1.86
C -0.940991 -0.303589 0.657552 2.47 0.79 0.15
C 0.341217 -0.938614 -0.208334 -0.70 0.67 -0.99
C 1.782369 -0.254741 0.185242 -0.45 -0.10 -0.07
C 2.502517 -0.878643 1.519404 0.38 0.60 -0.17
O 1.841203 -2.063921 2.088855 0.08 0.16 -1.57
N -3.124210 -3.208454 0.540802 -0.36 4.68 3.39
N -1.831764 -3.690644 0.242545 -0.65 -3.03 -7.41
C -1.969196 -4.099442 -1.090406 2.95 2.77 -0.46
S -1.687363 -4.068163 -2.801288 -1.31 -0.54 6.46
H -3.615722 -2.009722 2.843314 -0.64 1.50 -1.34
H -4.160633 -0.377755 2.130533 1.36 -1.49 0.00
H -2.085191 -1.093367 -0.921127 -0.52 0.38 1.24
H -0.798458 0.877999 0.563971 -0.56 -2.66 0.45
H -0.825393 -0.680635 1.759808 -0.54 0.91 -2.07
H 0.121562 -0.611972 -1.335395 0.51 -0.70 2.27
H 0.342096 -2.110163 -0.208039 -0.03 2.24 0.24
H 2.499596 -0.412384 -0.729074 -1.48 0.45 1.71
H 1.582297 0.902744 0.328956 0.61 -2.50 -0.46
H 3.631615 -1.147220 1.249162 -2.41 0.72 0.72
H 2.461518 -0.033667 2.358510 0.24 -2.17 -1.69
H 1.701572 -2.787553 1.402515 0.60 1.63 1.13
H -3.460547 -3.697148 1.419110 0.15 0.73 -1.31
C 1.296672 4.858619 -1.864187 -0.06 0.21 0.05
C 2.127240 3.723886 -1.301291 -0.04 0.31 -0.31
O 1.388556 2.512180 -1.348802 -0.30 -0.51 -0.24
H 0.367496 4.973672 -1.296510 0.18 0.01 0.00
H 1.850327 5.801159 -1.830500 -0.10 -0.07 -0.06
H 1.012731 4.653250 -2.901491 0.14 0.07 0.03
H 2.390245 3.922840 -0.258098 -0.08 -0.21 -0.11
H 3.052088 3.594012 -1.871602 0.07 0.15 0.10
H 1.167127 2.340125 -2.280132 0.13 0.13 0.49
```
Positions in Å, forces in eV/Å.

natural (NBO) atomic charges, in units of e: -0.776, 0.732, -0.604, -0.253, -0.423, -0.454, -0.080, -0.740, -0.446, -0.377, 0.261, 0.203, 0.442, 0.468, 0.412, 0.242, 0.234, 0.208, 0.211, 0.230, 0.253, 0.187, 0.196, 0.469, 0.399, -0.633, -0.063, -0.741, 0.211, 0.223, 0.200, 0.180, 0.164, 0.466

ORCA calculation (ωB97M-V/def2-TZVPD) on the molecule C7H17N.

Properties
**E_HOMO**: -0.3364 hartree
**Kohn-Sham gap**: 10.1 eV
**Charge**: 0
**LUMO energy**: 0.94 eV
**SMILES**: CCC(C)(C)[C@H](C)N
**Molar mass**: 115.22 g/mol

XYZ file:
```
25
Properties=species:S:1:pos:R:3:forces:R:3
C -0.149526 0.187025 -0.093761 -0.03 0.01 0.29
C 1.104869 -0.146282 0.761662 0.10 0.18 -0.17
C -1.360348 -0.372525 0.681522 -0.06 -0.02 -0.20
C -2.688373 -0.376520 -0.067302 0.19 0.05 0.16
C -0.064355 -0.450609 -1.482712 0.07 0.09 0.29
C -0.284077 1.704667 -0.246421 0.04 -0.29 0.00
C 2.402191 0.510310 0.268341 -0.29 -0.08 0.20
N 1.238136 -1.593992 0.886097 0.12 -0.23 0.04
H 0.906606 0.229729 1.774189 -0.05 0.02 -0.09
H 1.545034 -1.987494 0.002748 0.07 -0.05 0.06
H 1.944801 -1.817503 1.578294 -0.02 -0.04 -0.10
H -1.476180 0.214590 1.595806 0.05 0.01 0.11
H -1.116595 -1.394578 0.974928 -0.03 0.07 0.07
H -0.870118 -0.081467 -2.111497 -0.09 -0.02 -0.10
H 0.874635 -0.198834 -1.970311 0.09 0.02 -0.11
H 0.484187 2.100829 -0.905197 0.09 0.11 -0.07
H -0.204678 2.197762 0.720275 0.01 0.11 0.13
H -1.249636 1.954889 -0.677870 -0.10 0.07 -0.06
H -2.955396 0.618138 -0.416519 -0.11 0.09 -0.09
H -3.477227 -0.718434 0.599510 -0.12 -0.02 -0.01
H -2.658239 -1.047300 -0.921268 -0.06 -0.06 -0.12
H -0.147419 -1.532150 -1.415254 -0.03 -0.17 -0.08
H 3.228737 0.194409 0.904757 0.05 0.00 0.01
H 2.341636 1.593247 0.312792 0.05 0.17 -0.04
H 2.631335 0.212092 -0.752812 0.05 -0.02 -0.11
```
Positions in Å, forces in eV/Å.

natural (NBO) atomic charges, in units of e: -0.038, -0.037, -0.403, -0.608, -0.628, -0.612, -0.627, -0.841, 0.186, 0.349, 0.358, 0.193, 0.231, 0.216, 0.205, 0.207, 0.206, 0.209, 0.195, 0.212, 0.201, 0.210, 0.207, 0.210, 0.199

ORCA calculation (ωB97M-V/def2-TZVPD) on a cluster of 2 separate species, C4H12 in total at a distorted geometry.

Properties
**E_HOMO**: -0.4278 hartree
**Kohn-Sham gap**: 12.8 eV
**Charge**: 0
**LUMO energy**: 1.15 eV
**SMILES**: CC.CC
**Molar mass**: 60.14 g/mol

XYZ file:
```
16
Properties=species:S:1:pos:R:3:forces:R:3
C 0.926959 -1.946043 1.007406 -0.09 -0.80 0.04
C 0.392633 -2.202522 -0.389906 -0.26 0.45 -0.62
H 1.930957 -1.556323 0.937417 0.25 0.44 0.06
H 0.295477 -1.294289 1.597894 -0.02 0.33 -0.02
H 1.038907 -2.863400 1.581129 -0.19 -0.22 0.03
H -0.674055 -2.402861 -0.505626 -0.06 0.04 0.53
H 0.875884 -3.017535 -0.903124 0.43 -0.45 0.06
H 0.590034 -1.336701 -1.018675 -0.05 0.22 -0.07
C -0.737874 1.886605 0.426753 -0.21 0.38 0.61
C -0.638743 2.299871 -1.036837 0.69 -0.80 0.19
H 0.056430 2.332356 1.025367 0.27 -0.14 -0.12
H -1.642982 2.229213 0.932047 -0.20 0.10 -0.29
H -0.709293 0.814057 0.582456 0.09 -0.23 -0.16
H 0.091551 1.652809 -1.529868 0.18 0.08 0.03
H -0.241998 3.312575 -1.125173 -0.56 0.05 -0.23
H -1.553890 2.092182 -1.581254 -0.26 0.56 -0.03
```
Positions in Å, forces in eV/Å.

natural (NBO) atomic charges, in units of e: -0.608, -0.611, 0.205, 0.205, 0.202, 0.204, 0.204, 0.199, -0.608, -0.611, 0.202, 0.201, 0.202, 0.200, 0.208, 0.206

ORCA calculation (ωB97M-V/def2-TZVPD) on the molecule C5H10O at a distorted geometry.

Properties
**E_HOMO**: -0.3480 hartree
**Kohn-Sham gap**: 10.6 eV
**Charge**: 0
**LUMO energy**: 1.10 eV
**SMILES**: CC[C@H]1O[C@H]1C
**Molar mass**: 86.13 g/mol

XYZ file:
```
16
Properties=species:S:1:pos:R:3:forces:R:3
C -1.988882 0.389807 -0.495130 0.08 0.07 0.08
C -1.088448 -0.634662 0.220007 0.07 -0.05 0.29
C 0.000747 0.033413 1.044590 1.16 -1.51 0.31
O 1.455009 -0.772975 1.151535 0.63 -0.56 -1.23
C 1.273687 0.416627 0.413882 0.61 0.08 -0.15
C 1.609305 0.144578 -1.029928 -0.09 0.19 -0.22
H -2.451099 1.075617 0.221735 0.06 -0.07 -0.09
H -2.795525 -0.116129 -1.040706 0.22 0.05 0.16
H -1.426731 0.990265 -1.219895 -0.03 -0.11 0.15
H -1.706713 -1.260801 0.867678 0.07 0.02 -0.02
H -0.637846 -1.297981 -0.531505 -0.05 0.13 0.28
H 0.478377 -0.269612 2.063521 -2.72 1.52 0.43
H 1.769990 1.303070 0.810434 0.12 -0.09 0.04
H 1.174679 -0.796918 -1.375517 0.05 0.23 0.08
H 2.698448 0.047286 -1.103559 -0.19 0.07 -0.04
H 1.288260 0.958252 -1.680653 0.02 0.03 -0.07
```
Positions in Å, forces in eV/Å.

natural (NBO) atomic charges, in units of e: -0.602, -0.456, -0.034, -0.546, 0.034, -0.629, 0.210, 0.216, 0.205, 0.215, 0.219, 0.342, 0.176, 0.217, 0.225, 0.208

ORCA calculation (ωB97M-V/def2-TZVPD) on the molecule C4H8N2OS at a distorted geometry.

Properties
**E_HOMO**: -0.3287 hartree
**Kohn-Sham gap**: 9.6 eV
**Charge**: 0
**LUMO energy**: 0.66 eV
**SMILES**: N[C@@H]1C[C@@H]1S/C=N\O
**Molar mass**: 132.19 g/mol

XYZ file:
```
16
Properties=species:S:1:pos:R:3:forces:R:3
C 1.386023 -0.645312 -0.280248 -0.87 1.73 0.41
C 1.275857 0.758893 0.602718 -2.81 -2.84 -1.17
C 0.728011 0.619187 -0.907815 1.76 -0.62 3.58
C -1.836868 1.284875 0.033597 -0.93 -1.27 1.32
H 0.437177 -2.409010 0.506143 0.21 0.85 -0.99
H 0.307336 -2.031298 -1.125575 -0.44 -0.76 -0.54
H 2.371146 -1.062459 -0.636382 -1.03 0.95 0.42
H 2.088480 1.451986 0.808762 0.15 -0.56 -0.43
H 0.489899 0.733588 1.448023 1.27 -0.07 -1.61
H 1.349839 1.198831 -1.503483 0.85 0.85 -1.39
H -2.175854 2.316078 0.073595 0.26 -0.09 -0.22
H -1.343637 -1.011390 0.470175 0.28 0.13 -0.49
N 0.290206 -1.655051 -0.202980 1.55 0.10 2.25
N -2.343956 0.554952 0.988525 0.47 2.12 -0.99
O -2.058501 -0.727424 1.083503 -0.05 -1.01 0.33
S -0.965158 0.623554 -1.358558 -0.66 0.51 -0.47
```
Positions in Å, forces in eV/Å.

natural (NBO) atomic charges, in units of e: -0.065, -0.420, -0.415, -0.228, 0.382, 0.376, 0.206, 0.233, 0.235, 0.224, 0.212, 0.485, -0.861, -0.043, -0.547, 0.226

ORCA calculation (ωB97M-V/def2-TZVPD) on the molecule C19H27N3O4.

Properties
**E_HOMO**: -0.2896 hartree
**Kohn-Sham gap**: 8.5 eV
**Charge**: 0
**LUMO energy**: 0.60 eV
**SMILES**: CCOc1ccccc1NC(=O)CN1CCN(C(=O)[C@H]2CCCO2)CC1
**Molar mass**: 361.44 g/mol

XYZ file:
```
53
Properties=species:S:1:pos:R:3:forces:R:3
C 1.275223 2.473805 1.770066 0.09 -0.40 -0.13
C 1.321922 0.989509 2.118344 -0.18 0.41 0.37
O 1.693068 0.179835 1.019664 0.27 -0.23 -0.41
C 2.998150 0.130331 0.614162 0.10 -0.10 -0.17
C 4.076238 0.713761 1.258731 -0.26 0.01 0.12
C 5.358520 0.565758 0.748695 0.13 -0.03 -0.07
C 5.574855 -0.160617 -0.405043 0.05 0.10 0.13
C 4.508065 -0.753449 -1.061636 -0.02 -0.05 -0.07
C 3.223913 -0.615577 -0.562068 0.15 0.09 0.09
N 2.095966 -1.183263 -1.157490 -0.21 0.21 0.51
C 1.974896 -1.822390 -2.339833 -0.36 -0.09 -0.05
O 2.873551 -2.098531 -3.105355 0.17 -0.07 -0.16
C 0.520428 -2.222119 -2.618908 0.05 -0.04 -0.12
N -0.410429 -1.289080 -2.025334 -0.11 -0.21 -0.01
C -0.415049 -0.006763 -2.716567 0.01 0.22 -0.02
C -1.638025 0.815877 -2.293000 0.11 0.20 -0.20
N -2.040380 0.464814 -0.948093 0.12 -0.16 -0.32
C -1.921728 1.378676 0.031688 0.02 0.00 0.40
O -1.499499 2.503425 -0.181413 0.02 0.31 0.09
C -2.436500 1.046230 1.434045 -0.08 0.46 0.12
H -2.113744 1.887479 2.067635 0.00 -0.15 -0.21
C -3.980977 0.930499 1.486599 0.06 -0.01 0.01
H -4.406623 1.819856 1.947002 0.00 0.02 -0.05
H -4.404835 0.832719 0.488714 -0.04 0.02 -0.01
C -4.226015 -0.324196 2.336712 0.22 -0.06 0.04
H -4.525396 -1.164277 1.710393 -0.02 -0.01 0.02
C -2.846403 -0.589818 2.946694 -0.32 -0.12 0.28
H -2.718295 -0.009000 3.871675 0.01 -0.07 -0.03
O -1.919600 -0.157035 1.974701 0.22 0.01 -0.23
H -2.646792 -1.641668 3.152578 -0.01 0.07 0.04
H -4.984358 -0.170605 3.100461 -0.06 -0.04 0.01
C -2.458525 -0.913372 -0.797754 -0.22 -0.38 0.14
H -3.547307 -0.997806 -0.920149 0.04 -0.06 0.05
C -1.758422 -1.786643 -1.850642 -0.08 0.07 0.06
H -1.718097 -2.814394 -1.485063 -0.04 0.05 -0.04
H -2.326245 -1.790773 -2.797101 0.05 -0.05 0.05
H -2.178516 -1.251930 0.198462 -0.10 -0.02 -0.19
H -2.482705 0.624689 -2.964011 0.07 0.04 0.02
H -1.409566 1.881749 -2.308950 -0.08 -0.17 -0.08
H 0.504761 0.522595 -2.456505 -0.02 0.03 -0.08
H -0.432233 -0.139912 -3.812200 0.00 0.00 0.08
H 0.400341 -2.325463 -3.710186 0.10 0.02 0.14
H 0.370911 -3.208724 -2.169873 0.00 0.03 -0.04
H 1.229708 -1.002477 -0.658234 0.01 -0.08 -0.22
H 4.658844 -1.321874 -1.964053 -0.02 -0.03 -0.03
H 6.572907 -0.270495 -0.800166 0.09 -0.01 -0.04
H 6.186309 1.028427 1.265057 0.06 0.04 0.04
H 3.935570 1.287141 2.161369 -0.08 0.05 0.06
H 1.989502 0.805493 2.970011 -0.07 -0.06 -0.10
H 0.321957 0.631347 2.376779 0.18 0.04 0.07
H 2.243262 2.819098 1.414407 0.08 0.08 0.02
H 0.536711 2.653257 0.992469 -0.04 0.05 -0.02
H 1.000688 3.045881 2.652512 -0.02 0.09 0.11
```
Positions in Å, forces in eV/Å.

natural (NBO) atomic charges, in units of e: -0.652, -0.066, -0.518, 0.269, -0.288, -0.214, -0.229, -0.237, 0.165, -0.637, 0.672, -0.612, -0.302, -0.460, -0.230, -0.239, -0.430, 0.679, -0.636, 0.007, 0.199, -0.428, 0.223, 0.216, -0.432, 0.207, -0.069, 0.165, -0.530, 0.199, 0.220, -0.231, 0.182, -0.210, 0.212, 0.164, 0.242, 0.189, 0.261, 0.212, 0.177, 0.196, 0.220, 0.443, 0.251, 0.213, 0.211, 0.216, 0.167, 0.209, 0.211, 0.243, 0.211

ORCA calculation (ωB97M-V/def2-TZVPD) on the molecule C2H4N2OS at a distorted geometry.

Properties
**E_HOMO**: -0.3179 hartree
**Kohn-Sham gap**: 9.5 eV
**Charge**: 0
**LUMO energy**: 0.85 eV
**SMILES**: C=NO/C=N/S
**Molar mass**: 104.13 g/mol

XYZ file:
```
10
Properties=species:S:1:pos:R:3:forces:R:3
C -0.184255 -0.054858 0.217174 -0.01 0.39 -1.09
C 2.317032 -2.151846 0.914119 -1.13 0.33 1.95
H -1.291341 2.833396 -1.222737 -0.45 -0.88 0.22
H -0.805071 -0.467835 1.004033 -0.36 0.26 0.12
H 2.675627 -2.894949 1.598481 -0.19 -0.36 0.38
H 3.036972 -1.844393 0.170040 -0.48 0.25 -0.54
N -0.390134 0.809663 -0.682645 -0.14 0.01 0.48
N 1.180132 -1.586498 1.193709 2.82 -1.35 -1.57
O 1.026809 -0.675786 0.154438 -0.91 1.00 -0.06
S -1.884832 1.653634 -0.821908 0.84 0.36 0.12
```
Positions in Å, forces in eV/Å.

natural (NBO) atomic charges, in units of e: 0.375, -0.108, 0.127, 0.168, 0.184, 0.192, -0.605, -0.110, -0.375, 0.152